DFT (wB97M-V/def2-TZVPD) results for 2 unconnected molecules or ions with the total composition CH7N6O in a non-equilibrium geometry.

**Maximum force**: 5.51 eV/A
**HOMO level**: -13.464 eV
**Charge**: +1
**ΔE to the lowest compared entry with this formula, charge and spin**: 37.2 kJ/mol
**DFT total energy**: -12126.45527 eV
**LUMO energy**: -3.66 eV

Each line ends with the Mulliken charge.
Element x y z (Å)
C1 0.8254 0.6270 -0.5225  -0.259
N1 -1.1096 1.4119 -1.1750  -0.183
N2 -0.3445 1.9215 -1.9797  -0.168
N3 -0.5251 0.6168 -0.2721  0.751
N4 1.0785 1.3880 -1.5344  0.487
N5 -0.4496 -2.2078 1.7944  -0.931
N6 -1.1513 0.2682 0.8398  -0.729
O1 2.2150 1.6964 -2.0786  -0.467
H1 1.5735 0.0756 0.0271  0.429
H2 -1.3818 -2.2987 2.1286  0.271
H3 -0.2192 -3.0628 1.1649  0.300
H4 -2.1404 0.4246 0.7418  0.308
H5 -0.8109 -0.6958 1.1478  0.466
H6 0.1573 -2.5388 2.6103  0.283
H7 2.2827 2.3739 -2.8924  0.443



DFT (wB97M-V/def2-TZVPD) results for 3 unconnected molecules or ions with the total composition CH7NO3 in a non-equilibrium geometry.

**Maximum force**: 4.15 eV/A
**HOMO level**: -10.429 eV
**Charge**: 0
**ΔE to the lowest compared entry with this formula, charge and spin**: 45.7 kJ/mol
**DFT total energy**: -8783.05423 eV
**SMILES**: NC=O.O.O
**LUMO energy**: 0.64 eV

Each line ends with the Mulliken charge.
Element x y z (Å)
N1 -1.0903 0.5701 -0.5648  -0.378
C1 -1.6243 0.7321 0.7027  0.157
O1 -1.1146 0.3259 1.6779  -0.544
H1 -1.4353 1.2113 -1.3184  0.265
H2 -0.1018 0.5423 -0.7456  0.193
H3 -2.5862 1.2820 0.5692  0.285
O2 0.5060 -1.6543 1.4918  -0.641
H4 0.5965 -0.7209 1.6986  0.356
H5 -0.2807 -1.5776 0.9237  0.315
O3 1.9902 -0.1018 -1.4614  -0.631
H6 2.4321 -0.8432 -1.0060  0.322
H7 2.7083 0.2339 -1.9678  0.301



DFT (wB97M-V/def2-TZVPD) results for 3 unconnected molecules or ions with the total composition CH7NO4 in a non-equilibrium geometry.

**Maximum force**: 1.61 eV/A
**HOMO level**: -10.448 eV
**Charge**: 0
**ΔE to the lowest compared entry with this formula, charge and spin**: 58.1 kJ/mol
**DFT total energy**: -10831.27952 eV
**SMILES**: NC(=O)O.O.O
**LUMO energy**: 0.22 eV

Each line ends with the Mulliken charge.
Element x y z (Å)
N1 -1.7513 -0.6302 0.8082  -0.337
C1 -1.7289 -0.6880 -0.5707  0.696
O1 -2.6673 -0.5962 -1.2920  -0.541
O2 -0.5210 -0.9632 -1.1140  -0.509
H1 -2.5917 -0.4977 1.3267  0.196
H2 -0.9012 -0.8558 1.3001  0.178
H3 0.2864 -1.0208 -0.5816  0.301
O3 1.5646 -0.0361 1.6124  -0.620
H4 1.6563 -0.4857 2.4737  0.307
H5 1.6568 0.8957 1.8637  0.325
O4 1.9490 1.6507 -1.6610  -0.631
H6 1.0718 1.2560 -1.6006  0.329
H7 1.9765 1.9715 -2.5649  0.305



DFT (wB97M-V/def2-TZVPD) results for 3 unconnected molecules or ions with the total composition CH7NO4 in a non-equilibrium geometry.

**Maximum force**: 5.00 eV/A
**HOMO level (spin up / spin down)**: -16.171 / -16.171 eV
**Multiplicity**: 2
**Charge**: +1
**ΔE to the lowest compared entry with this formula, charge and spin**: 0.0 kJ/mol
**DFT total energy**: -10821.89604 eV
**LUMO energy (spin up / spin down)**: -3.71 / -9.93 eV

Each line ends with the Mulliken spin population.
Element x y z (Å)
N1 1.4233 -0.4074 0.6690  0.191
C1 0.1841 -0.5112 1.2091  -0.053
O1 -0.7977 -0.7993 0.3782  0.024
O2 -0.0288 -0.3412 2.4118  0.849
H1 2.1183 0.0127 1.2824  -0.005
H2 1.5501 -0.2398 -0.3371  -0.008
H3 -0.3969 -0.9846 -0.5015  -0.001
H4 0.2708 -0.9323 -2.9321  0.000
H5 -0.0432 0.3970 -2.1217  0.000
O3 0.3775 -0.4905 -2.0697  0.004
H6 -1.4163 2.6753 -1.3990  0.000
H7 -1.3361 1.3719 -0.5699  0.000
O4 -0.8961 1.9055 -1.2414  0.000



DFT (wB97M-V/def2-TZVPD) results for 2 unconnected molecules or ions with the total composition CH7NOP2.

**Maximum force**: 1.00 eV/A
**HOMO level (spin up / spin down)**: -8.559 / -7.732 eV
**Charge**: 0
**ΔE to the lowest compared entry with this formula, charge and spin**: 160.1 kJ/mol
**DFT total energy**: -23261.43759 eV
**LUMO energy (spin up / spin down)**: -0.57 / 0.34 eV

Each line ends with the Mulliken charge.
Element x y z (Å)
C1 -2.3225 0.3736 -0.3817  -0.675
N1 -1.3983 -0.5050 0.2867  0.035
O1 -0.5208 -0.0307 1.0894  -0.446
P1 2.5964 -0.9164 0.2290  -0.133
P2 1.8498 1.0612 0.0292  -0.018
H1 -3.1403 0.6242 0.3014  0.229
H2 -1.8184 1.3042 -0.6575  0.275
H3 -2.7233 -0.1169 -1.2632  0.313
H4 -1.1744 -1.3925 -0.1631  0.260
H5 3.9554 -0.5859 0.2870  0.076
H6 2.6753 -1.1493 -1.1471  0.047
H7 2.0211 1.3335 1.3899  0.034



DFT (wB97M-V/def2-TZVPD) results for 2 unconnected molecules or ions with the total composition CH7NOS2.

**Maximum force**: 0.95 eV/A
**HOMO level**: -8.714 eV
**Charge**: 0
**ΔE to the lowest compared entry with this formula, charge and spin**: 49.7 kJ/mol
**DFT total energy**: -26357.75858 eV
**SMILES**: NCO.SS
**LUMO energy**: -0.01 eV

Each line ends with the Mulliken charge.
Element x y z (Å)
N1 3.0750 -1.4978 -0.5799  -0.491
C1 3.2588 -0.0737 -0.6197  -0.192
O1 4.4252 0.3519 -1.2782  -0.520
H1 2.3561 -1.7850 -1.2077  0.219
H2 3.9368 -2.0065 -0.6836  0.234
H3 2.3747 0.4264 -1.0328  0.260
H4 3.2902 0.3684 0.3777  0.212
H5 4.3060 0.2582 -2.2178  0.280
S1 -1.8240 0.6668 1.1479  -0.150
S2 -3.6196 -0.0291 0.1657  -0.161
H6 -1.0181 -0.1904 0.4746  0.154
H7 -4.3915 0.7960 0.8690  0.155



DFT (wB97M-V/def2-TZVPD) results for 3 unconnected molecules or ions with the total composition CH7O2S in a non-equilibrium geometry.

**Maximum force**: 1.05 eV/A
**HOMO level**: -3.026 eV
**Charge**: -1
**ΔE to the lowest compared entry with this formula, charge and spin**: 17.6 kJ/mol
**DFT total energy**: -16082.08316 eV
**LUMO energy**: 4.14 eV

Each line ends with the Mulliken charge.
Element x y z (Å)
C1 0.9946 0.3450 -0.3372  -0.727
S1 -0.5500 0.6659 -1.3076  -0.714
H1 1.8409 0.4761 -0.9980  0.206
H2 1.0379 -0.6890 0.0039  0.076
H3 1.1152 1.0338 0.4849  0.281
H4 -0.0147 -2.3848 -0.3041  0.305
H5 -0.9063 -1.7683 -1.3063  0.291
O1 -0.6820 -2.6572 -0.9476  -0.641
H6 -0.9170 1.5747 0.8069  0.258
H7 -0.8748 1.3304 2.2509  0.302
O2 -1.0439 2.0734 1.6541  -0.637



DFT (wB97M-V/def2-TZVPD) results for 3 unconnected molecules or ions with the total composition CH7O3 in a non-equilibrium geometry.

**Maximum force**: 4.36 eV/A
**HOMO level**: -3.862 eV
**Charge**: -1
**ΔE to the lowest compared entry with this formula, charge and spin**: 83.9 kJ/mol
**DFT total energy**: -7292.85419 eV
**LUMO energy**: 4.26 eV

Each line ends with the Mulliken charge.
Element x y z (Å)
C1 1.9301 0.1371 -0.7679  -0.593
O1 1.0841 -0.8794 -0.3722  -0.503
H1 1.8901 0.8519 0.0608  0.215
H2 2.8948 -0.3768 -0.9523  0.185
H3 1.6256 0.6116 -1.6782  0.239
H4 0.2453 -0.4975 -0.4810  0.450
H5 -0.9951 0.8787 -0.1889  0.161
O2 -1.2145 -0.0166 -0.2800  -1.152
H6 -2.4586 -0.5132 0.8838  0.417
H7 -2.1349 0.1913 1.9913  0.289
O3 -2.8670 -0.3871 1.7845  -0.708



DFT (wB97M-V/def2-TZVPD) results for 3 unconnected molecules or ions with the total composition CH7O3 in a non-equilibrium geometry.

**Maximum force**: 1.44 eV/A
**HOMO level**: -4.074 eV
**Charge**: -1
**ΔE to the lowest compared entry with this formula, charge and spin**: 17.6 kJ/mol
**DFT total energy**: -7293.54055 eV
**LUMO energy**: 4.50 eV

Each line ends with the Mulliken charge.
Element x y z (Å)
C1 0.0569 1.4246 -0.2764  -0.608
O1 -0.0591 0.0876 0.0645  -0.862
H1 0.6282 2.0233 0.4570  0.235
H2 0.5124 1.5184 -1.2721  0.234
H3 -0.9291 1.9288 -0.3334  0.211
H4 1.2205 -0.4028 0.6225  0.367
H5 2.6529 -0.8751 0.5874  0.255
O2 2.0308 -0.5863 1.2735  -0.720
H6 -2.7639 -0.5408 -0.5228  0.232
H7 -1.2097 -0.4921 -0.4992  0.420
O3 -2.0386 -0.9501 -0.9924  -0.762



DFT (wB97M-V/def2-TZVPD) results for 2 unconnected molecules or ions with the total composition CH7OS in a non-equilibrium geometry.

**Maximum force**: 3.90 eV/A
**HOMO level (spin up / spin down)**: -23.438 / -22.127 eV
**Multiplicity**: 2
**Charge**: +2
**ΔE to the lowest compared entry with this formula, charge and spin**: 104.1 kJ/mol
**DFT total energy**: -14007.54225 eV
**LUMO energy (spin up / spin down)**: -10.48 / -17.25 eV

Each line ends with the Mulliken spin population.
Element x y z (Å)
O1 -1.0461 -2.1183 0.3055  0.545
H1 0.4787 1.0204 1.7928  0.005
H2 -1.8496 -2.1363 0.7655  -0.011
H3 -1.1840 -2.5755 -0.4921  -0.013
C1 0.5834 1.4749 -0.5903  0.013
S1 1.0693 0.3013 0.8376  0.396
H4 -0.5157 1.7286 -0.6556  0.036
H5 0.7594 0.8398 -1.5221  0.000
H6 1.2828 2.3973 -0.7628  0.023
H7 0.4217 -0.9321 0.3216  0.005